Entry 1:
A molecular structure, C10H10AuBrNO2 at a distorted geometry. Source: the OMol25 dataset; level of theory: ωB97M-V with the def2-TZVPD basis set.

The geometry in ORCA input format:
```
! RIJCOSX wB97M-V def2-TZVPD def2/J DEFGRID3
* xyz -1 3
C 2.2628 0.1418 0.0301
C 1.8682 0.8001 1.2559
C 1.1751 -0.1947 2.0781
H 2.1390 1.8009 1.5714
C 1.1932 -1.4366 1.3523
C 1.8524 -1.2238 0.1085
H 2.0835 -1.9965 -0.6204
H 2.8439 0.6026 -0.7621
H 0.8777 -0.0513 3.1108
H 0.9126 -2.3993 1.7711
Au -0.2666 0.5832 0.4050
Br -1.2204 2.3623 1.7964
C -1.9815 0.4226 -1.3520
C -1.1326 -0.5888 -1.9285
C 0.0905 0.0144 -2.3044
H -1.4427 -1.6054 -2.1664
C 0.0319 1.4099 -1.9731
C -1.2837 1.6859 -1.4461
H -1.7169 2.6672 -1.2677
H -3.0354 0.3191 -1.1110
H 0.9170 -0.4795 -2.8135
H 0.7980 2.1569 -2.1672
O -2.7290 -2.0509 3.0966
N -1.9455 -1.6003 2.2549
O -2.2917 -1.3399 1.0813
*
```

Calculated total energy in eV: -89846.873
Expectation value of S²: 2.014

Entry 2:
A molecular structure, C10H10BCl2F7N3S2W at a distorted geometry. Source: the OMol25 dataset; level of theory: ωB97M-V with the def2-TZVPD basis set.

The geometry in ORCA input format:
```
! RIJCOSX wB97M-V def2-TZVPD def2/J DEFGRID3
* xyz 1 1
W 0.1054 -0.7061 0.3998
C -0.4855 -0.1472 5.6167
S 0.2586 1.2400 4.7410
C 0.0361 0.7861 3.0785
S -0.8815 -0.5940 2.5766
N 0.5287 1.6121 2.2034
N 0.3367 1.2167 0.9134
C 0.5242 2.1887 -0.0132
C 0.2187 1.8301 -1.2869
C 0.1742 2.7597 -2.3665
C -0.5673 2.7408 -3.5146
C -1.7205 1.8810 -3.8584
C -2.4894 0.8779 -3.5586
N -0.2952 0.5262 -1.3546
H -0.3162 0.0607 6.6714
H 0.0058 -1.0805 5.3517
H -1.5553 -0.2081 5.4341
H 0.7552 3.1877 0.3328
H 0.8213 3.6215 -2.2434
H -0.3885 3.5216 -4.2359
H -2.2510 2.1839 -4.7886
H -0.3007 -2.9489 -3.1270
Cl 0.6120 -0.4527 -2.5088
C 1.6579 -1.1631 -1.1839
Cl -3.6059 -0.2530 -3.5820
H 1.8848 -2.1877 -1.4691
H 2.5429 -0.5304 -1.2208
F 3.0821 -2.7806 0.8464
B 2.1385 -2.2908 1.6613
F 2.0234 -0.8320 1.5202
F 0.7618 -2.6128 0.9903
F 2.0822 -2.6899 2.9271
F -2.6348 -0.9416 -0.7155
C -1.5447 -1.5606 -0.2576
F -1.7724 -2.8572 -0.2562
F 0.2587 -3.3974 -3.7232
*
```

Calculated total energy in eV: -83233.435
Energy relative to the best compared isomer or geometry (same formula, charge and spin) in kJ/mol: 749.74

What did the second record say?
A molecular structure, C10H10BCl2F7N3S2W at a distorted geometry. Source: the OMol25 dataset; level of theory: ωB97M-V with the def2-TZVPD basis set.

The geometry in ORCA input format:
```
! RIJCOSX wB97M-V def2-TZVPD def2/J DEFGRID3
* xyz 1 1
W 0.1054 -0.7061 0.3998
C -0.4855 -0.1472 5.6167
S 0.2586 1.2400 4.7410
C 0.0361 0.7861 3.0785
S -0.8815 -0.5940 2.5766
N 0.5287 1.6121 2.2034
N 0.3367 1.2167 0.9134
C 0.5242 2.1887 -0.0132
C 0.2187 1.8301 -1.2869
C 0.1742 2.7597 -2.3665
C -0.5673 2.7408 -3.5146
C -1.7205 1.8810 -3.8584
C -2.4894 0.8779 -3.5586
N -0.2952 0.5262 -1.3546
H -0.3162 0.0607 6.6714
H 0.0058 -1.0805 5.3517
H -1.5553 -0.2081 5.4341
H 0.7552 3.1877 0.3328
H 0.8213 3.6215 -2.2434
H -0.3885 3.5216 -4.2359
H -2.2510 2.1839 -4.7886
H -0.3007 -2.9489 -3.1270
Cl 0.6120 -0.4527 -2.5088
C 1.6579 -1.1631 -1.1839
Cl -3.6059 -0.2530 -3.5820
H 1.8848 -2.1877 -1.4691
H 2.5429 -0.5304 -1.2208
F 3.0821 -2.7806 0.8464
B 2.1385 -2.2908 1.6613
F 2.0234 -0.8320 1.5202
F 0.7618 -2.6128 0.9903
F 2.0822 -2.6899 2.9271
F -2.6348 -0.9416 -0.7155
C -1.5447 -1.5606 -0.2576
F -1.7724 -2.8572 -0.2562
F 0.2587 -3.3974 -3.7232
*
```

Calculated total energy in eV: -83233.435
Energy relative to the best compared isomer or geometry (same formula, charge and spin) in kJ/mol: 749.74